Entry from the OMol25 dataset: 8 unconnected molecules or ions with the total composition C52H114N6O4 in a non-equilibrium geometry (the ωB97M-V functional and the def2-TZVPD basis).

Calculated values
* total energy: -2677.84684 Ha
* charge: +4
* lowest unoccupied orbital energy: -7.977 eV
* gap between HOMO and LUMO: 6.889 eV

Atoms and positions in Å:
C (-1.47966, -6.75145, 4.64266)
C (-0.91786, -5.38873, 4.28588)
C (-1.65170, -4.70889, 3.11549)
N (-1.02143, -3.44900, 2.61483)
C (-0.88554, -2.41947, 3.70732)
C (0.32677, -3.69739, 1.93252)
C (0.03476, -3.72225, 0.42921)
C (-1.47506, -3.72807, 0.23878)
C (-1.89015, -2.93761, 1.46340)
H (-2.49904, -6.76520, 5.04249)
H (-0.87242, -7.16791, 5.44341)
H (-1.57736, -7.43979, 3.80100)
H (0.13985, -5.51358, 4.03800)
H (-0.90921, -4.70996, 5.14338)
H (-2.71154, -4.61677, 3.34896)
H (-1.56515, -5.47905, 2.34515)
H (-1.91863, -2.30614, 4.02566)
H (-0.40725, -1.54751, 3.27019)
H (-0.18915, -2.80878, 4.44322)
H (1.06254, -2.96688, 2.26648)
H (0.72875, -4.61884, 2.35344)
H (0.53021, -2.82588, 0.03817)
H (0.60720, -4.50622, -0.06687)
H (-1.78061, -3.22414, -0.67334)
H (-1.84761, -4.75035, 0.27469)
H (-1.47410, -1.92799, 1.36900)
H (-2.91235, -2.89112, 1.83083)
C (-5.98220, -2.98486, -0.86154)
C (-5.53669, -1.58099, -0.41085)
C (-4.85613, -0.79609, -1.52459)
N (-4.77024, 0.67867, -1.28792)
C (-4.20218, 0.90777, 0.10029)
C (-6.15793, 1.32988, -1.42506)
C (-6.02690, 2.29799, -2.60067)
C (-4.88638, 1.72803, -3.43798)
C (-3.89171, 1.34565, -2.33338)
H (-5.27319, -3.75418, -0.56631)
H (-6.15157, -3.05289, -1.93898)
H (-6.95474, -3.24923, -0.44670)
H (-4.84570, -1.82104, 0.40010)
H (-6.35087, -0.97964, -0.00091)
H (-5.36954, -0.89843, -2.48161)
H (-3.84604, -1.20914, -1.59932)
H (-3.97149, 1.97233, 0.05291)
H (-3.26803, 0.36371, 0.21787)
H (-4.97111, 0.72628, 0.83970)
H (-6.37064, 1.85310, -0.49712)
H (-6.85798, 0.50920, -1.55515)
H (-5.64629, 3.21225, -2.13602)
H (-6.98750, 2.46653, -3.07617)
H (-4.46365, 2.40511, -4.17904)
H (-5.25925, 0.90354, -4.05358)
H (-3.59409, 2.31288, -1.94079)
H (-3.20315, 0.55603, -2.61465)
C (3.89013, -3.79849, -5.52917)
C (2.83511, -2.69550, -5.71706)
C (1.63003, -2.86416, -4.80585)
N (0.33900, -2.08269, -5.04192)
C (-0.76655, -2.61970, -4.19409)
C (-0.02277, -2.14593, -6.53057)
C (-0.63259, -0.79999, -6.87170)
C (-0.50710, 0.08046, -5.64249)
C (0.57322, -0.60675, -4.79330)
H (3.45584, -4.79200, -5.44811)
H (4.50680, -3.55386, -4.66484)
H (4.55532, -3.79037, -6.38963)
H (2.53022, -2.76219, -6.76385)
H (3.25931, -1.69032, -5.66319)
H (1.83001, -2.81390, -3.73725)
H (1.27951, -3.86039, -5.10229)
H (-0.44105, -2.47180, -3.16445)
H (-0.97640, -3.64246, -4.48660)
H (-1.62860, -1.97985, -4.36720)
H (-0.76737, -2.93659, -6.57384)
H (0.82410, -2.29140, -7.18383)
H (-1.66974, -0.73613, -7.20284)
H (-0.08052, -0.30735, -7.67480)
H (-1.43107, 0.11803, -5.05201)
H (-0.30959, 1.13025, -5.85057)
H (0.43068, -0.40770, -3.72878)
H (1.56913, -0.31755, -5.11906)
C (4.01168, -3.96625, -0.43551)
C (3.80072, -2.56384, 0.10931)
C (5.02034, -1.91986, 0.75922)
N (4.91480, -0.46115, 0.95378)
C (4.49965, 0.25201, -0.29198)
C (3.88150, -0.19466, 2.03493)
C (4.63436, -0.28331, 3.36460)
C (5.97237, 0.34832, 3.07296)
C (6.19260, 0.10037, 1.58604)
H (3.37838, -4.24688, -1.27565)
H (3.88214, -4.77971, 0.28696)
H (5.05251, -4.10885, -0.74455)
H (2.96067, -2.57120, 0.80643)
H (3.49999, -1.96104, -0.74982)
H (5.92312, -2.15648, 0.19541)
H (5.16712, -2.39126, 1.73335)
H (4.66569, 1.33177, -0.27988)
H (3.44160, 0.09234, -0.50334)
H (5.14343, -0.14581, -1.07800)
H (3.51672, 0.82523, 1.95603)
H (3.07750, -0.91187, 1.90871)
H (4.09979, 0.09079, 4.24475)
H (4.60860, -1.32098, 3.73162)
H (5.84229, 1.43227, 3.13035)
H (6.81465, 0.09528, 3.70732)
H (6.44820, 0.98517, 1.00598)
H (7.01869, -0.57725, 1.36425)
C (-3.79455, 2.59501, 8.58912)
C (-2.46627, 2.90615, 7.84712)
C (-2.71990, 3.46646, 6.45388)
N (-1.47220, 3.45900, 5.59118)
C (-0.46056, 4.53422, 5.92720)
C (-1.89673, 3.57982, 4.13775)
C (-0.74037, 3.00704, 3.31505)
C (-0.16130, 1.92109, 4.20621)
C (-0.75084, 2.11068, 5.62169)
H (-3.51776, 2.22535, 9.56996)
H (-4.39377, 1.96964, 7.93032)
H (-4.36862, 3.51052, 8.74603)
H (-1.94709, 1.94382, 7.84468)
H (-1.82186, 3.52945, 8.47108)
H (-3.05597, 4.48982, 6.60038)
H (-3.41361, 2.78815, 5.96420)
H (0.41693, 4.35107, 5.31635)
H (-0.19377, 4.29010, 6.95401)
H (-0.90778, 5.51800, 5.85655)
H (-2.10368, 4.62026, 3.89440)
H (-2.80981, 3.01440, 3.96037)
H (0.00295, 3.78457, 3.15825)
H (-1.21876, 2.62025, 2.41994)
H (0.92214, 1.97452, 4.34572)
H (-0.26312, 0.94710, 3.72516)
H (0.03786, 2.09117, 6.36198)
H (-1.53946, 1.37759, 5.77434)
C (3.72168, 0.55977, -3.48760)
C (3.41259, 2.04661, -3.61176)
C (2.54278, 2.54478, -2.44905)
N (1.49307, 3.57455, -2.87153)
C (2.23099, 4.78647, -3.36347)
C (0.52605, 3.00299, -3.92902)
C (-0.72804, 3.78895, -3.68178)
C (-0.90429, 3.68686, -2.18752)
C (0.52278, 4.00855, -1.71764)
H (2.90299, -0.08706, -3.17313)
H (4.57785, 0.43536, -2.82381)
H (4.04748, 0.20329, -4.46759)
H (2.96069, 2.28162, -4.58037)
H (4.31741, 2.65335, -3.67856)
H (3.05620, 2.88667, -1.55184)
H (1.87083, 1.70850, -2.22880)
H (2.91344, 4.49459, -4.15530)
H (2.63131, 5.25417, -2.46559)
H (1.51488, 5.45167, -3.84939)
H (0.96388, 3.08401, -4.91944)
H (0.29303, 1.96104, -3.70581)
H (-0.63276, 4.80241, -4.07966)
H (-1.56026, 3.40937, -4.28402)
H (-1.68516, 4.33547, -1.80189)
H (-1.09919, 2.64736, -1.91012)
H (0.68928, 5.06750, -1.57086)
H (0.76354, 3.37236, -0.87280)
C (0.28563, 0.76699, 0.34935)
C (0.15461, -0.23032, -0.79322)
O (1.23110, -0.66571, -1.28192)
O (-0.97496, -0.59448, -1.22067)
H (0.52152, 0.17401, 1.24072)
H (-0.55615, 1.43400, 0.53097)
H (1.14690, 1.40244, 0.15302)
C (1.72280, 3.27337, 1.92249)
C (3.02776, 3.74498, 1.24523)
O (4.07504, 3.12532, 1.52976)
O (2.92135, 4.70830, 0.44683)
H (1.85997, 3.23614, 3.00035)
H (1.45823, 2.34190, 1.41415)
H (0.92777, 3.96823, 1.63791)

Atomic forces in eV per Å
-0.8 -0.3 0.4
0.1 0.9 0.1
0.9 -2.1 0.6
0.1 0.0 -0.5
-0.1 -1.0 -1.0
-0.2 -1.0 0.7
1.7 0.5 -0.2
0.2 -0.2 0.7
0.9 1.0 0.8
0.1 0.6 0.1
0.1 -0.3 -0.2
0.6 0.0 -0.1
0.0 -0.1 -0.1
-0.2 -0.3 0.2
0.0 0.7 -0.1
-0.2 0.5 -0.5
0.3 0.6 0.7
-0.4 0.3 -0.1
-0.4 -0.1 0.3
-0.4 0.5 -0.2
-0.2 -0.2 -0.3
-0.6 0.2 -0.3
-0.4 -0.4 0.1
0.0 0.0 0.0
-0.2 0.1 -0.2
-0.6 0.2 -0.5
-0.1 -0.2 -0.3
-0.8 0.2 -0.5
-0.2 -0.4 0.1
0.3 -0.7 -0.2
0.2 0.0 1.2
0.0 1.1 -1.2
0.4 -0.2 0.0
0.4 0.1 0.7
-0.5 -0.5 -0.4
-1.7 -0.8 -0.9
0.1 0.0 -0.1
0.2 0.0 0.0
0.1 0.0 0.3
0.1 0.8 0.1
-0.2 -0.3 0.0
0.0 -0.2 0.1
0.1 0.4 -0.3
0.0 0.0 0.6
-0.1 -0.3 0.0
0.1 -0.3 0.1
-0.2 -0.1 0.0
-0.2 0.2 -0.1
-0.4 0.4 -0.4
0.1 0.1 -0.2
0.1 0.3 0.3
0.2 -0.3 0.3
0.9 -0.4 0.3
0.9 0.7 0.1
0.1 0.8 0.3
-0.1 0.8 -0.8
-0.9 -1.6 -0.5
2.0 1.0 -1.3
0.5 0.9 -0.1
-1.5 0.1 0.5
-0.3 1.6 -0.6
0.0 0.0 1.2
-1.1 0.5 0.2
0.0 0.0 0.1
0.0 -0.4 0.2
0.0 0.0 0.0
-0.2 -0.1 0.1
0.3 -0.1 0.3
0.1 0.0 0.0
0.1 -0.3 0.8
-0.2 -0.3 0.1
0.1 -0.1 0.2
-0.1 -0.2 0.0
0.3 -0.3 -0.5
0.1 -0.5 0.4
0.0 -0.8 -0.1
0.1 -0.3 -0.1
0.0 -0.2 -0.1
0.4 -0.1 -0.2
0.4 -0.2 0.1
0.1 -0.3 0.0
1.0 -1.1 0.4
-0.5 0.3 -0.7
0.1 -1.5 0.0
-0.7 1.3 1.4
0.6 0.0 -0.7
-0.1 0.4 0.9
-1.0 -1.6 0.8
-0.4 1.1 -0.5
1.2 -0.3 -1.2
-0.1 0.4 -0.1
-0.1 0.3 0.2
-0.1 0.1 -0.3
-0.1 0.1 -0.1
-0.2 0.1 0.2
0.0 0.3 -0.2
0.2 0.3 0.1
0.1 -0.1 0.8
0.1 -0.3 0.0
-0.3 -0.1 0.0
0.1 0.3 -0.6
-0.1 0.1 0.0
-0.1 1.1 -0.6
1.0 -0.2 -0.6
0.0 0.0 0.4
0.0 -0.4 -0.1
-0.2 0.3 0.3
-0.3 -0.3 0.1
0.7 1.4 -0.7
-0.1 -0.7 0.9
1.1 -0.5 1.4
0.0 -0.1 -1.1
-0.5 -1.2 0.8
0.4 0.3 -0.1
-0.9 0.7 1.2
1.1 -0.2 0.4
-1.0 -0.3 -1.3
-0.5 -0.6 -0.1
-0.1 -0.5 0.6
0.0 0.0 0.0
0.1 0.0 -0.5
-0.2 0.4 -0.2
-0.3 0.0 -0.7
-0.3 0.4 -0.2
0.0 0.4 -0.2
0.2 0.5 0.1
0.1 0.1 -0.2
0.0 0.1 0.2
0.0 -0.1 0.4
-0.6 -0.3 -0.4
0.7 0.1 -0.4
0.0 0.4 -0.5
-0.6 -0.2 0.6
-0.3 0.0 0.4
0.2 -0.1 0.5
0.8 0.1 -0.6
-0.1 0.9 0.0
-1.8 -0.9 -0.5
-0.3 0.0 -0.2
-1.1 0.1 -0.3
0.5 0.5 0.4
-0.9 0.1 -1.5
0.8 0.0 -0.4
0.2 -0.8 -0.2
-0.1 0.3 0.3
-0.2 -0.2 -0.1
0.1 0.0 0.0
-0.4 -0.3 0.1
0.3 -0.3 0.3
0.1 0.3 -0.1
0.4 -0.2 0.7
0.4 0.0 0.4
0.5 0.0 -0.3
0.0 0.1 0.3
0.0 0.1 0.0
0.5 -0.1 0.2
0.1 0.2 0.5
0.0 -0.3 0.2
0.2 0.2 0.2
-0.3 0.0 0.0
0.1 -0.1 0.5
0.4 0.6 0.3
0.3 -0.3 -0.3
0.0 -0.7 -1.3
0.2 0.3 0.4
-0.6 0.4 0.5
-0.1 0.3 0.1
-0.3 -0.3 0.0
0.0 -0.4 -0.2
0.5 0.7 -1.2
0.3 0.9 -0.5
-0.1 -0.9 0.1
-0.4 -0.6 -0.2
0.1 -0.4 -0.1
0.2 0.1 1.2
0.3 0.1 0.1